Entry 1:
{"formula": "C10H20FO2P", "method": "wB97M-V/def2-TZVPD", "elements": ["C", "C", "P", "C", "C", "C", "C", "O", "C", "O", "C", "C", "C", "F", "H", "H", "H", "H", "H", "H", "H", "H", "H", "H", "H", "H", "H", "H", "H", "H", "H", "H", "H", "H"], "coordinates": [[2.165, 0.738, 1.032], [2.393, -0.775, 0.853], [1.081, -1.750, -0.017], [-0.605, -1.255, 0.577], [-1.064, 0.209, 0.359], [-1.109, 1.008, 1.675], [-2.496, 1.557, 1.968], [-2.439, 2.607, 2.943], [-2.185, 3.804, 2.450], [-2.070, 4.079, 1.310], [1.223, -1.177, -1.789], [0.899, -2.355, -2.712], [0.231, -1.929, -4.013], [2.085, -2.999, -2.980], [3.128, 1.228, 1.113], [1.629, 1.200, 0.216], [1.683, 0.917, 1.980], [2.652, -1.217, 1.804], [3.270, -0.891, 0.227], [-0.741, -1.568, 1.600], [-1.272, -1.883, -0.005], [-0.482, 0.726, -0.388], [-2.093, 0.176, 0.009], [-0.823, 0.380, 2.508], [-0.392, 1.819, 1.661], [-3.078, 0.772, 2.427], [-3.017, 1.838, 1.064], [-2.071, 4.570, 3.220], [2.276, -0.969, -1.917], [0.620, -0.303, -2.003], [0.301, -3.066, -2.161], [0.837, -2.302, -4.829], [-0.766, -2.333, -4.096], [0.233, -0.854, -4.087]], "atomic_forces_ev_per_a": [[0.66, -0.50, 0.38], [-0.65, 1.08, -0.54], [0.53, -1.26, 0.41], [0.34, 1.06, -1.23], [-0.51, -0.51, 1.19], [0.16, 0.34, -0.29], [0.19, -0.70, 0.09], [-0.26, -0.43, 0.27], [0.09, 0.57, 1.30], [0.20, 0.28, -2.20], [-0.34, -0.44, 1.00], [-0.62, 0.88, 0.21], [0.60, -0.29, 0.17], [0.73, -0.44, -0.24], [0.24, 0.22, -0.06], [-0.23, 0.09, -0.16], [-0.48, 0.20, 0.11], [-0.14, -0.31, 0.24], [0.21, -0.34, -0.26], [0.14, -0.10, 0.41], [-0.02, -0.38, -0.17], [0.14, 0.10, -0.22], [-0.11, -0.01, -0.38], [0.17, -0.21, 0.26], [0.05, 0.30, -0.09], [-0.29, -0.12, 0.25], [0.01, 0.56, -0.13], [-0.12, -0.17, 0.53], [0.26, 0.39, -0.19], [-0.02, 0.24, -0.17], [-0.33, -0.36, 0.00], [-0.01, -0.18, -0.26], [-0.32, 0.04, -0.09], [-0.26, 0.39, -0.15]], "energy_ha": -984.6968, "e_lumo_ev": 0.8, "homo_energy_ev": -8.036, "max_force_ev_per_a": 2.2, "smiles": "CCP(CCCCOC=O)C[C@@H](C)F"}



Entry 2:
{"formula": "CH8O2S2", "method": "wB97M-V/def2-TZVPD", "elements": ["C", "S", "S", "H", "H", "H", "H", "H", "H", "O", "H", "H", "O"], "coordinates": [[-0.245, 1.134, 0.139], [1.196, 2.059, -0.202], [-2.190, -0.962, 1.479], [-1.180, 1.745, 0.037], [-0.216, 0.788, 1.197], [-0.459, 0.313, -0.562], [-3.168, -1.664, 2.123], [-0.314, -3.335, -0.504], [-0.745, -2.097, 0.291], [-0.053, -2.410, -0.314], [2.676, 0.177, -2.848], [2.096, 0.607, -1.509], [2.254, -0.170, -2.058]], "atomic_forces_ev_per_a": [[-0.53, 0.60, 0.20], [-1.09, -0.38, 0.24], [-0.83, -0.18, 0.58], [0.70, 0.20, 0.16], [0.20, 0.06, -0.46], [0.73, -0.29, -0.06], [0.41, 0.28, -0.25], [0.34, 0.76, 0.05], [0.19, -0.41, -0.18], [-0.36, -0.48, -0.04], [0.17, 0.00, -0.29], [0.38, -0.18, -0.12], [-0.32, 0.01, 0.18]], "energy_ha": -989.2693, "e_lumo_ev": [-9.5, -9.8], "total_charge": 1, "homo_energy_ev": [-14.233, -13.741], "max_force_ev_per_a": 1.2, "multiplicity": 2}



Entry 3:
{"formula": "C29H30CsN3S8Si", "method": "wB97M-V/def2-TZVPD", "elements": ["Cs", "S", "C", "N", "C", "C", "N", "C", "C", "C", "C", "C", "C", "C", "C", "S", "C", "C", "C", "C", "C", "C", "C", "H", "H", "H", "H", "H", "H", "H", "H", "H", "H", "H", "H", "H", "H", "H", "H", "H", "H", "S", "C", "S", "C", "C", "S", "S", "S", "C", "Si", "C", "C", "C", "C", "C", "C", "N", "C", "S", "H", "H", "H", "H", "H", "H", "H", "H", "H", "H", "H", "H"], "coordinates": [[-0.196, 1.981, 0.946], [1.024, -0.573, -1.449], [1.081, -2.123, -0.749], [0.718, -3.242, -1.512], [0.782, -4.570, -0.950], [1.973, -4.648, -0.026], [1.820, -3.643, 0.993], [2.171, -4.013, 2.344], [1.181, -4.996, 2.923], [-0.157, -4.617, 3.032], [-1.097, -5.495, 3.549], [-0.715, -6.770, 3.960], [0.613, -7.154, 3.855], [1.554, -6.268, 3.337], [1.489, -2.334, 0.614], [1.518, -1.090, 1.765], [0.394, -3.158, -2.919], [1.524, -3.653, -3.793], [2.778, -3.046, -3.695], [3.836, -3.495, -4.470], [3.663, -4.559, -5.352], [2.422, -5.167, -5.453], [1.360, -4.715, -4.675], [0.877, -5.297, -1.761], [-0.124, -4.809, -0.376], [2.889, -4.485, -0.615], [2.034, -5.632, 0.443], [2.168, -3.089, 2.922], [3.186, -4.431, 2.378], [-0.445, -3.621, 2.710], [-2.131, -5.185, 3.635], [-1.451, -7.457, 4.361], [0.918, -8.145, 4.171], [2.594, -6.569, 3.254], [0.190, -2.108, -3.128], [-0.512, -3.741, -3.117], [2.898, -2.214, -3.007], [4.803, -3.012, -4.388], [4.494, -4.911, -5.953], [2.279, -5.999, -6.134], [0.390, -5.194, -4.752], [-3.849, 2.117, 8.388], [-3.057, 2.020, 6.940], [-1.398, 2.420, 6.724], [-1.219, 2.035, 5.007], [-2.395, 1.544, 4.402], [-2.626, 1.057, 2.821], [-3.779, 1.432, 5.493], [0.281, 2.276, 4.316], [-2.412, 8.875, -2.055], [-1.939, 7.039, -2.163], [-3.527, 6.147, -2.617], [-0.687, 6.951, -3.562], [-1.275, 6.576, -0.478], [-1.277, 7.466, 0.580], [-0.798, 7.090, 1.834], [-0.309, 5.804, 1.962], [-0.274, 4.912, 0.972], [-0.754, 5.260, -0.248], [-0.731, 4.083, -1.503], [-2.805, 9.203, -3.022], [-1.551, 9.507, -1.813], [-3.186, 9.056, -1.301], [-4.032, 6.639, -3.456], [-4.214, 6.133, -1.766], [-3.305, 5.114, -2.883], [-1.020, 7.544, -4.421], [-0.546, 5.914, -3.868], [0.284, 7.336, -3.237], [-1.665, 8.471, 0.440], [-0.806, 7.767, 2.678], [0.078, 5.459, 2.919]], "atomic_forces_ev_per_a": [[0.63, -0.64, -0.49], [-0.04, -0.04, -0.04], [0.03, -0.07, 0.09], [0.13, 0.03, 0.00], [-0.07, 0.07, 0.03], [0.07, 0.08, 0.00], [-0.06, 0.04, -0.03], [-0.01, 0.05, -0.11], [0.02, -0.01, 0.02], [-0.05, 0.02, -0.01], [0.01, 0.01, -0.01], [0.02, 0.01, -0.01], [0.00, 0.01, -0.01], [-0.02, 0.01, 0.02], [-0.10, -0.10, -0.10], [0.09, -0.06, 0.06], [0.03, -0.01, 0.12], [-0.01, -0.01, 0.00], [0.04, 0.00, 0.01], [-0.03, -0.01, 0.02], [-0.02, 0.02, 0.01], [-0.01, 0.01, 0.01], [0.03, 0.02, -0.02], [0.03, 0.02, -0.02], [-0.03, -0.02, -0.03], [0.03, -0.04, 0.02], [-0.03, 0.00, 0.03], [0.02, 0.01, 0.06], [-0.01, -0.04, -0.01], [0.01, -0.03, 0.01], [0.03, 0.00, 0.00], [0.01, 0.02, 0.00], [0.00, 0.02, -0.01], [-0.01, 0.00, 0.00], [-0.03, 0.02, -0.05], [0.00, -0.01, -0.02], [0.00, -0.03, -0.03], [-0.02, -0.01, 0.00], [-0.01, 0.01, 0.01], [0.00, 0.01, 0.01], [0.00, 0.00, 0.01], [-0.04, 0.09, 0.02], [0.08, -0.22, -0.02], [-0.07, 0.03, -0.09], [0.12, 0.08, 0.12], [-0.20, -0.08, -0.07], [-0.48, -0.14, 0.53], [0.08, 0.09, 0.01], [-0.06, 0.03, 0.28], [-0.03, 0.03, 0.02], [-0.01, 0.15, 0.00], [0.02, -0.09, -0.02], [0.02, -0.11, -0.03], [0.10, -0.19, 0.00], [-0.05, 0.02, -0.03], [0.03, 0.02, 0.02], [0.01, -0.08, -0.08], [-0.04, 0.58, 0.03], [-0.01, 0.14, 0.22], [-0.13, 0.30, -0.46], [0.01, 0.01, 0.04], [-0.04, -0.03, -0.01], [0.03, 0.00, -0.04], [0.05, -0.01, 0.03], [0.02, 0.02, -0.02], [-0.03, 0.01, 0.01], [-0.02, -0.01, 0.04], [0.02, 0.07, 0.01], [-0.04, 0.00, 0.00], [0.02, -0.03, 0.00], [0.01, 0.00, -0.01], [-0.02, -0.03, -0.02]], "energy_ha": -4782.6398, "e_lumo_ev": [3.8, 3.1], "total_charge": -2, "homo_energy_ev": [-2.360, -1.033], "max_force_ev_per_a": 1.0}



Entry 4:
{"formula": "C23H47ClN", "method": "wB97M-V/def2-TZVPD", "elements": ["Cl", "C", "C", "C", "C", "N", "C", "H", "H", "H", "H", "H", "C", "C", "C", "C", "C", "C", "H", "H", "H", "H", "H", "H", "H", "H", "H", "H", "H", "H", "H", "H", "C", "C", "C", "C", "C", "C", "H", "H", "H", "H", "H", "H", "H", "H", "H", "H", "H", "H", "H", "H", "C", "C", "C", "C", "C", "C", "H", "H", "H", "H", "H", "H", "H", "H", "H", "H", "H", "H", "H", "H"], "coordinates": [[-1.208, -2.528, -2.830], [-2.821, -1.825, -2.736], [-2.947, -0.369, -2.726], [-4.280, 0.217, -2.650], [-5.418, -0.669, -2.627], [-5.245, -2.032, -2.665], [-4.015, -2.636, -2.698], [-2.057, 0.296, -2.761], [-4.422, 1.316, -2.607], [-6.442, -0.247, -2.570], [-6.074, -2.631, -2.668], [-3.913, -3.748, -2.697], [-2.822, 0.206, 0.989], [-1.538, -0.602, 1.133], [-1.732, -2.099, 0.894], [-2.676, -2.803, 1.873], [-2.291, -2.686, 3.348], [-0.944, -3.319, 3.674], [-3.565, -0.080, 1.737], [-2.615, 1.271, 1.122], [-3.262, 0.070, -0.003], [-1.103, -0.426, 2.120], [-0.810, -0.228, 0.404], [-0.753, -2.588, 0.919], [-2.116, -2.249, -0.121], [-2.725, -3.863, 1.602], [-3.692, -2.413, 1.743], [-3.062, -3.185, 3.944], [-2.292, -1.639, 3.662], [-0.932, -4.376, 3.398], [-0.744, -3.249, 4.745], [-0.126, -2.817, 3.153], [1.727, 2.090, 1.653], [1.383, 2.454, 3.091], [-0.099, 2.768, 3.301], [-0.633, 3.972, 2.520], [0.088, 5.294, 2.783], [-0.018, 5.764, 4.229], [1.541, 2.922, 0.970], [2.785, 1.828, 1.574], [1.141, 1.230, 1.318], [2.002, 3.296, 3.415], [1.650, 1.611, 3.736], [-0.276, 2.921, 4.370], [-0.690, 1.888, 3.022], [-1.695, 4.093, 2.760], [-0.591, 3.757, 1.447], [-0.352, 6.060, 2.136], [1.141, 5.219, 2.496], [-1.063, 5.877, 4.527], [0.472, 6.733, 4.347], [0.464, 5.066, 4.916], [5.586, -2.724, -4.299], [4.152, -2.244, -4.484], [4.010, -0.722, -4.435], [4.409, -0.070, -3.109], [3.656, -0.575, -1.879], [2.156, -0.313, -1.938], [5.977, -2.460, -3.314], [5.635, -3.811, -4.392], [6.243, -2.292, -5.058], [3.508, -2.713, -3.733], [3.792, -2.592, -5.457], [2.973, -0.459, -4.673], [4.619, -0.284, -5.232], [4.258, 1.011, -3.199], [5.482, -0.208, -2.945], [4.061, -0.070, -0.997], [3.837, -1.643, -1.731], [1.950, 0.755, -2.054], [1.679, -0.651, -1.014], [1.686, -0.848, -2.768]], "atomic_forces_ev_per_a": [[-1.56, 0.41, 0.09], [-1.14, 1.23, -0.12], [-1.91, -0.97, 0.15], [0.44, -2.35, -0.11], [1.54, 0.97, -0.02], [0.97, 0.82, 0.07], [1.71, 0.96, -0.07], [-0.67, -0.74, 0.04], [0.07, -1.00, -0.06], [0.78, -0.72, -0.09], [0.33, 0.25, 0.06], [-0.49, 1.16, -0.03], [0.11, 0.13, 0.21], [-0.06, -0.04, -0.21], [0.13, -0.05, 0.16], [-0.13, 0.07, -0.04], [-0.01, -0.14, -0.02], [0.00, 0.10, 0.07], [-0.01, 0.01, -0.06], [-0.08, -0.02, -0.02], [-0.05, -0.03, 0.04], [0.01, -0.03, -0.04], [0.06, -0.01, 0.08], [-0.04, 0.00, -0.03], [0.00, 0.00, 0.01], [0.02, 0.01, 0.03], [0.01, 0.00, 0.00], [0.00, 0.08, -0.03], [-0.03, 0.00, -0.03], [0.03, 0.04, -0.01], [0.05, -0.04, -0.06], [0.01, -0.05, 0.02], [0.15, 0.06, 0.02], [-0.10, -0.11, -0.02], [0.00, 0.06, 0.13], [0.03, -0.06, -0.13], [-0.15, 0.02, 0.02], [0.12, 0.05, -0.03], [-0.01, -0.05, -0.01], [-0.05, -0.01, -0.08], [-0.01, 0.03, -0.02], [-0.04, -0.01, 0.01], [0.01, 0.08, 0.03], [-0.02, 0.00, -0.04], [0.03, -0.01, 0.01], [0.02, 0.02, 0.01], [0.01, -0.01, 0.02], [0.06, -0.05, -0.02], [-0.02, -0.03, -0.02], [0.04, -0.03, 0.02], [-0.04, -0.04, 0.06], [-0.04, 0.03, 0.01], [-0.07, -0.13, 0.06], [0.08, 0.06, -0.11], [-0.13, 0.01, 0.01], [0.11, -0.04, -0.02], [0.05, 0.15, -0.02], [-0.07, -0.12, 0.12], [0.03, 0.00, -0.05], [0.07, 0.05, 0.01], [0.00, 0.01, 0.06], [-0.01, 0.03, 0.00], [-0.04, 0.01, 0.06], [0.02, 0.02, 0.00], [-0.02, -0.03, 0.02], [0.00, -0.02, 0.03], [-0.04, 0.01, -0.02], [0.00, -0.07, -0.03], [0.02, 0.02, -0.02], [-0.01, -0.03, -0.03], [-0.06, 0.04, -0.03], [0.01, 0.04, -0.02]], "energy_ha": -1419.2410, "e_lumo_ev": -5.1, "total_charge": 1, "homo_energy_ev": -12.564, "max_force_ev_per_a": 2.4}